Record 1
Molecular formula: C4H13N3OP
Method: DFT, wB97M-V/def2-TZVPD

Structure (XYZ):
```
22
Properties=species:S:1:pos:R:3:forces:R:3:lowdin_charge:R:1
P -2.090 0.205 0.602 -2.57 1.39 -0.23 0.88
O -2.792 -1.020 -0.477 1.94 1.27 0.49 -0.36
N 2.069 0.280 -1.129 -0.12 -0.76 -0.98 0.00
N -0.337 -0.063 0.821 0.02 -0.72 -1.47 -0.36
N -2.953 -0.116 2.171 0.79 -2.32 -2.73 -0.19
C 0.074 -1.047 -0.252 1.49 -0.43 0.18 -0.23
C 1.742 -0.989 -0.327 -0.88 -2.26 0.99 -0.10
C 1.191 1.471 -0.726 -1.88 1.73 0.95 -0.10
C 0.463 1.224 0.759 1.59 0.67 0.45 -0.22
H 3.093 0.504 -1.148 -1.09 -0.20 0.30 0.19
H 1.375 1.182 1.527 -2.11 -0.10 -1.45 0.13
H -0.170 2.175 1.099 1.22 -2.15 -1.13 0.14
H 1.834 2.470 -0.698 -1.44 -2.34 -0.20 0.16
H 1.813 0.037 -2.132 0.52 0.44 1.42 0.19
H -3.975 -0.113 1.877 1.44 0.23 0.45 0.05
H -2.763 -1.148 2.342 -0.36 1.37 0.33 0.04
H 0.313 1.533 -1.497 1.94 0.08 1.28 0.14
H -0.328 -2.110 0.046 1.05 2.11 -0.75 0.15
H 2.175 -1.971 -0.852 -0.90 2.48 0.82 0.16
H -2.610 -0.748 -1.425 -0.45 -0.30 1.64 0.05
H 2.214 -0.974 0.754 -1.05 0.36 -2.33 0.16
H -0.338 -0.784 -1.334 0.84 -0.55 1.98 0.11
```
Forces are in eV/Å.

Computed properties:
- LUMO: -3.55 eV
- Total energy: -20156.7886 eV
- Net charge: +1
- SMILES string: NP(O)N1CC[NH2+]CC1
- Molecular weight: 150.14 g/mol
- HOMO energy: -11.659 eV
- Kohn-Sham gap: 8.112 eV



Record 2
Molecular formula: C4H13N4
Method: DFT, wB97M-V/def2-TZVPD

Structure (XYZ):
```
21
Properties=species:S:1:pos:R:3:forces:R:3:lowdin_charge:R:1
N 1.589 0.341 2.063 -0.33 -0.29 1.44 0.26
N -0.634 -0.158 1.828 -0.42 0.16 -0.40 0.30
N -0.610 -1.716 -0.692 -0.32 0.29 -0.02 0.22
N 0.153 2.099 1.721 -1.01 -0.24 1.33 0.24
C 1.209 -0.423 -1.570 -0.12 0.03 -0.26 0.11
C -0.063 -0.745 -1.720 -0.18 0.78 1.34 -0.32
C -1.160 -0.030 -2.435 0.15 -0.83 -1.35 -0.03
C 0.345 0.791 1.900 1.06 0.80 0.01 -0.46
H -1.545 0.215 2.123 0.07 -0.15 0.15 0.13
H 1.693 0.190 -2.317 -0.02 0.30 0.20 0.10
H -1.754 -0.728 -3.035 -0.12 0.03 0.11 0.10
H -0.635 -1.294 0.258 0.14 -0.37 -0.36 0.09
H -0.816 2.403 1.809 0.16 0.11 -0.41 0.15
H -1.839 0.485 -1.756 0.13 0.06 0.16 0.10
H 1.782 -0.720 -0.697 0.22 -0.53 -0.41 0.07
H -0.751 0.673 -3.159 0.04 0.14 0.23 0.11
H 1.672 -0.567 2.522 0.06 -0.13 -0.51 0.16
H 0.747 2.701 2.295 0.24 0.16 -0.71 0.16
H -0.057 -2.575 -0.672 -0.11 -0.06 0.01 0.18
H 2.255 0.999 2.464 0.22 0.01 -0.48 0.16
H -1.581 -1.940 -0.929 0.14 -0.29 -0.04 0.17
```
Forces are in eV/Å.

Computed properties:
- LUMO (alpha / beta): -7.57 / -12.11 eV
- Total energy: -10300.4906 eV
- Net charge: +2
- Molecular weight: 117.18 g/mol
- HOMO energy (alpha / beta): -17.703 / -17.701 eV
- 2S+1: 2
- Kohn-Sham gap (alpha / beta): 10.134 / 5.588 eV



Record 3
Molecular formula: C4H13N4O
Method: DFT, wB97M-V/def2-TZVPD

Structure (XYZ):
```
22
Properties=species:S:1:pos:R:3:forces:R:3:lowdin_charge:R:1
O -0.605 -1.052 -0.694 -0.18 0.15 -0.51 -0.02
N 0.283 2.008 2.218 -0.96 -1.22 -1.54 0.19
N -0.319 -0.153 1.732 0.46 2.53 -1.33 0.05
N -0.845 1.630 0.212 -1.67 0.61 -0.55 0.22
N -0.564 -0.109 -2.738 0.97 0.33 -0.77 0.18
C 1.042 -1.898 -2.153 1.13 1.17 1.53 0.02
C 1.072 -0.656 1.923 -0.91 -2.14 1.75 -0.04
C -0.067 -0.952 -1.798 -1.13 -0.48 0.15 -0.53
C -0.283 1.147 1.301 0.00 -0.13 2.79 -0.43
H 1.672 -1.572 -2.960 -0.18 -0.40 -0.84 0.08
H 0.707 -2.916 -2.100 -0.45 -0.45 -0.84 0.10
H -1.358 2.512 0.319 0.82 -0.14 0.00 0.15
H -0.983 -0.704 1.173 0.99 -0.17 0.28 0.13
H 0.875 2.773 1.963 -0.08 0.39 0.07 0.12
H 1.831 0.092 2.155 -0.18 0.30 -1.44 0.09
H 1.729 -1.895 -1.292 -0.16 0.26 -0.04 0.09
H 0.152 1.678 3.156 0.63 0.27 0.34 0.13
H -1.361 0.492 -2.652 -0.37 -0.21 0.75 0.11
H -1.373 1.005 -0.397 0.73 -0.37 0.28 0.10
H 1.114 -1.130 2.903 -0.36 -0.59 0.05 0.08
H 1.203 -1.474 1.196 0.67 0.87 0.03 0.09
H 0.002 0.207 -3.509 0.25 -0.55 -0.15 0.11
```
Forces are in eV/Å.

Computed properties:
- LUMO: -3.09 eV
- Total energy: -12361.1351 eV
- Net charge: +1
- Molecular weight: 133.18 g/mol
- HOMO energy: -13.918 eV
- Kohn-Sham gap: 10.826 eV



Record 4
Molecular formula: C4H13N5
Method: DFT, wB97M-V/def2-TZVPD

Structure (XYZ):
```
22
Properties=species:S:1:pos:R:3:forces:R:3:lowdin_charge:R:1
N 0.488 1.170 -0.153 -2.63 -1.01 0.02 -0.09
N -0.943 -1.274 -0.492 2.77 -0.67 -1.24 0.08
N 1.577 1.363 0.721 -0.23 0.25 0.36 -0.01
N -1.909 1.363 -0.304 1.43 -0.20 0.29 0.06
N 0.180 -1.069 -2.573 0.30 0.58 0.75 0.10
C 1.506 -1.788 -0.675 -0.09 0.48 0.18 -0.05
C 0.246 -1.267 -1.309 -2.21 -1.23 -0.34 -0.54
C -0.917 0.882 0.384 1.42 4.57 -0.46 -0.46
C -1.005 0.733 1.888 0.50 -0.98 -0.28 -0.06
H 1.586 -2.865 -0.842 -0.05 0.12 0.00 0.08
H 2.454 1.370 0.196 -0.51 -0.35 0.05 0.08
H -0.806 -1.619 0.451 -0.92 0.04 -0.46 0.09
H 2.364 -1.290 -1.132 -0.12 -0.15 0.04 0.08
H 1.518 -1.585 0.398 0.06 -0.03 -0.05 0.06
H -2.702 1.589 0.299 0.05 -0.80 -0.18 0.04
H -2.024 0.480 2.194 0.14 0.01 -0.17 0.08
H -1.797 -1.027 -0.988 0.21 -0.36 0.97 0.10
H 1.516 2.274 1.179 0.02 -0.06 -0.13 0.07
H 0.465 1.733 -1.007 -0.28 -0.14 0.63 0.12
H -0.709 1.657 2.388 0.08 -0.05 -0.15 0.08
H -0.323 -0.061 2.204 -0.03 0.15 0.29 0.07
H -0.765 -0.771 -2.826 0.10 -0.15 -0.12 0.04
```
Forces are in eV/Å.

Computed properties:
- LUMO: 0.85 eV
- Total energy: -11806.9710 eV
- SMILES string: [H]/N=C(\C)NN.[H]/N=C(/C)N
- Molecular weight: 131.18 g/mol
- HOMO energy: -8.337 eV
- Kohn-Sham gap: 9.190 eV



Record 5
Molecular formula: C4H13N5O
Method: DFT, wB97M-V/def2-TZVPD

Structure (XYZ):
```
23
Properties=species:S:1:pos:R:3:forces:R:3:lowdin_charge:R:1
O -1.978 -1.065 -0.555 0.98 0.87 0.17 0.04
N 0.954 0.531 2.058 -0.02 0.04 0.69 0.11
N -2.797 1.051 -0.569 0.67 -0.32 -0.15 0.14
N 0.794 -0.068 -0.427 1.41 -1.67 1.97 -0.20
N -1.057 0.589 0.870 -0.76 -0.69 -1.15 0.11
N -0.134 -1.468 1.492 0.63 0.59 -0.40 0.13
C 0.597 0.790 -1.563 -0.32 0.02 0.64 -0.14
C -1.836 0.104 -0.214 -2.26 0.64 1.99 -0.57
C 0.136 -0.143 1.130 0.85 0.41 -3.13 -0.58
C 1.804 -1.062 -0.729 -0.09 -0.18 0.30 -0.15
H -0.716 -1.930 0.796 0.19 -0.34 0.74 0.09
H 2.096 -1.672 0.125 -0.31 0.11 0.32 0.06
H 0.258 -1.836 2.347 -0.35 -0.16 -0.57 0.10
H -3.529 0.686 -1.158 0.19 0.25 -0.21 0.10
H 1.534 1.244 -1.903 0.20 0.00 0.06 0.07
H 2.747 -0.628 -1.075 0.02 0.23 -0.25 0.07
H 0.213 0.197 -2.409 -0.27 0.32 -0.04 0.09
H 1.470 -1.790 -1.482 -0.03 0.10 -0.19 0.08
H -2.508 2.011 -0.666 -0.26 -0.05 -0.13 0.09
H -0.054 1.626 -1.308 -0.26 -0.05 -0.25 0.06
H -1.042 1.566 1.112 -0.25 -0.01 -0.19 0.13
H 1.650 -0.081 2.463 0.05 0.09 -0.12 0.08
H 1.397 1.349 1.664 0.01 -0.21 -0.10 0.09
```
Forces are in eV/Å.

Computed properties:
- LUMO: 0.76 eV
- Total energy: -13856.1403 eV
- SMILES string: CN(C)C(N)(N)NC(N)=O
- Molecular weight: 147.18 g/mol
- HOMO energy: -7.401 eV
- Kohn-Sham gap: 8.157 eV



Record 6
Molecular formula: C4H13NO
Method: DFT, wB97M-V/def2-TZVPD

Structure (XYZ):
```
19
Properties=species:S:1:pos:R:3:forces:R:3:lowdin_charge:R:1
O -2.514 1.247 -0.246 -0.08 0.88 0.14 -0.08
N 0.043 -0.092 0.193 0.15 0.06 -0.98 -0.13
C -0.292 -2.487 -0.274 0.54 0.26 0.81 -0.10
C 1.124 1.943 1.080 -0.29 0.23 0.28 -0.10
C 0.825 1.135 -0.172 -0.89 -1.02 1.89 -0.26
C 0.272 -1.162 -0.816 -1.05 -0.26 2.51 -0.26
H 0.223 -0.476 1.111 0.39 0.34 0.07 0.10
H 0.245 -3.324 -0.701 -0.48 -0.31 -0.68 0.06
H 1.346 -1.230 -0.948 0.11 -0.14 -0.93 0.10
H 1.736 0.817 -0.678 0.00 0.43 -0.39 0.10
H 0.104 1.704 -0.731 0.44 0.45 -1.10 0.10
H 1.689 2.850 0.860 0.29 -0.24 -0.02 0.07
H -3.113 0.652 -0.698 0.39 -0.31 0.00 0.02
H 0.197 2.315 1.529 -0.08 -0.22 -0.08 0.08
H 1.615 1.336 1.847 0.23 0.17 -0.17 0.07
H -0.382 -0.945 -1.643 0.69 0.38 -1.00 0.11
H -0.122 -2.666 0.798 0.12 0.56 -0.04 0.07
H -1.625 0.864 -0.124 -0.43 -0.77 -0.01 -0.02
H -1.372 -2.481 -0.386 -0.04 -0.49 -0.32 0.07
```
Forces are in eV/Å.

Computed properties:
- LUMO: 1.00 eV
- Total energy: -7895.9075 eV
- SMILES string: CCNCC.O
- Molecular weight: 91.15 g/mol
- HOMO energy: -9.278 eV
- Kohn-Sham gap: 10.273 eV